Molecular formula: C12H4Br4O2S2Se2TcTe2
Method: DFT, ωB97M-V with the def2-TZVPD basis set

Last column: Löwdin charge in e.
Cartesian coordinates (Å):
Tc (-0.4222, 1.6690, 0.7430)  0.597
Br (1.4667, -4.6633, 2.9098)  0.638
C (0.6184, -2.9784, 2.7599)  -0.775
C (-0.3245, -2.5921, 3.6968)  -0.775
Br (-0.7446, -3.7399, 5.1432)  0.635
C (-0.9627, -1.3611, 3.5767)  -0.641
Br (-2.2587, -0.7986, 4.8434)  0.709
C (-0.6749, -0.5076, 2.5174)  -0.448
O (-1.2471, 0.6274, 2.3236)  -0.317
C (0.3216, -0.9038, 1.5544)  -0.447
O (0.5654, -0.0927, 0.5959)  -0.319
C (0.9382, -2.1420, 1.6975)  -0.636
Br (2.2368, -2.6430, 0.4058)  0.715
S (-1.9797, 0.7704, -0.8921)  0.544
C (-0.9103, 0.5271, -2.2399)  -0.709
C (-1.2813, -0.3411, -3.2629)  -0.151
C (-0.4076, -0.6255, -4.2937)  -0.137
C (0.8486, -0.0391, -4.3249)  -0.135
C (1.2087, 0.8648, -3.3436)  -0.146
C (0.3338, 1.1727, -2.3107)  -0.690
S (0.7762, 2.4018, -1.1537)  0.495
H (-2.2655, -0.7899, -3.2392)  0.087
H (-0.7079, -1.3191, -5.0675)  0.081
H (1.5457, -0.2830, -5.1158)  0.081
H (2.1778, 1.3410, -3.3505)  0.088
Se (1.3461, 2.4518, 2.3175)  -0.164
Te (2.0150, 4.7917, 1.7008)  0.014
Te (-0.4181, 5.6268, 0.6835)  0.018
Se (-1.7936, 3.5757, 1.1255)  -0.211

Cartesian forces, eV/Å:
Tc 0.52 -0.88 -1.20
Br 0.09 -0.14 0.01
C -0.10 -0.35 0.34
C 0.21 -0.40 0.07
Br -0.06 -0.03 0.11
C -0.18 0.23 0.03
Br 0.05 0.12 -0.18
C 0.50 -1.06 0.07
O -0.43 1.06 -0.25
C -0.35 -0.92 0.92
O 0.45 0.42 -0.69
C 0.20 0.09 -0.23
Br -0.16 0.23 0.01
S -0.34 0.17 0.33
C 0.10 -0.13 -0.01
C 0.03 0.07 -0.03
C -0.04 -0.11 -0.20
C 0.11 -0.04 -0.21
C -0.05 -0.03 -0.04
C -0.17 -0.03 0.01
S 0.08 0.24 0.38
H -0.02 -0.10 0.08
H 0.01 -0.07 -0.10
H 0.05 -0.02 -0.07
H 0.13 0.04 -0.05
Se 0.48 0.42 0.47
Te -0.08 -0.20 0.01
Te -0.08 -0.08 -0.04
Se -0.95 1.49 0.46

Output
Charge: -2
Kohn-Sham gap (alpha / beta): 5.5 / 5.2 eV
Energy relative to the best compared isomer or geometry (same formula, charge and spin): 0.0 kcal per mole
Calculated total energy: -465927.510 eV
Strongest force on any atom: 1.8 eV Å⁻¹
2S+1: 4
HOMO level (alpha / beta): -1.520 / -1.343 eV
LUMO level (alpha / beta): 0.14576 / 0.14248 hartree